DFT (the ωB97M-V functional and the def2-TZVPD basis) results for 9 unconnected molecules or ions with the total composition C51H52F24O11S4.

Last column: Mulliken charge in e.
Geometry (Å):
C 5.250983 -5.359187 -3.839654  -0.954
C 4.372180 -4.985855 -2.661482  1.096
C 4.220871 -3.507782 -2.317405  0.543
F 5.252045 -3.019060 -1.598058  -0.293
F 4.135677 -2.805178 -3.477861  -0.345
F 3.120541 -5.452705 -2.932885  -0.312
F 4.723516 -5.661387 -1.528617  -0.340
O 6.527983 -4.761036 -3.845999  -0.384
C 7.516323 -5.284780 -3.070214  0.932
C 8.823880 -4.753116 -3.647581  0.180
F 9.903294 -5.252003 -3.013269  -0.274
F 8.901422 -5.048632 -4.962506  -0.251
F 7.403726 -4.834854 -1.794790  -0.291
F 7.487457 -6.630055 -3.023229  -0.310
H 4.674783 -5.058999 -4.714514  0.230
H 5.338380 -6.444115 -3.906465  0.589
H 3.305428 -3.363560 -1.737542  -0.025
H 8.835439 -3.665889 -3.511702  0.235
C -0.774513 -1.445154 8.469269  -1.063
C -1.023576 -0.747269 7.149139  1.060
C 0.266879 -0.325269 6.472628  0.047
F 1.118103 -1.389945 6.333434  -0.311
F -0.001519 0.130232 5.239012  -0.127
F -1.734469 -1.593375 6.366809  -0.253
F -1.771515 0.358971 7.370704  -0.295
O -0.184840 -0.485278 9.349274  -0.361
C -0.173718 -0.845872 10.639810  0.866
C 0.496329 0.277890 11.428936  0.237
F -0.193310 1.424707 11.227305  -0.245
F 0.507875 -0.004047 12.736679  -0.261
F -1.407366 -1.088161 11.105692  -0.295
F 0.557802 -1.984281 10.791257  -0.310
H -0.119480 -2.305497 8.326656  0.327
H -1.724566 -1.785163 8.882146  0.489
H 0.849092 0.410988 7.026263  0.231
H 1.507978 0.440392 11.049348  0.235
C -0.490364 -2.684001 -6.004816  -1.215
C 0.554217 -3.575034 -5.355157  1.299
C 1.565630 -4.152538 -6.338753  -0.157
F 2.182143 -3.132004 -6.989285  -0.227
F 2.481489 -4.919415 -5.725630  -0.235
F 1.248058 -2.853129 -4.427322  -0.061
F -0.061116 -4.576539 -4.691798  -0.351
O 0.086863 -1.413134 -6.266161  -0.102
C -0.460252 -0.687161 -7.255835  0.569
C 0.583575 0.369390 -7.610480  0.699
F 1.731616 -0.213778 -8.014051  -0.227
F 0.189643 1.180152 -8.613637  -0.316
F -0.903954 -1.375302 -8.309908  -0.316
F -1.553976 -0.015077 -6.758933  -0.288
H -1.318262 -2.566430 -5.301060  0.337
H -0.856207 -3.173771 -6.907591  0.412
H 1.036881 -4.721269 -7.116433  0.280
H 0.740974 0.973894 -6.712125  -0.135
C -3.765467 2.726730 -6.206488  -0.619
S -4.178299 3.800831 -4.816923  0.393
O -4.355457 2.904780 -3.645262  -0.552
C -2.593020 4.638217 -4.645325  -0.667
H -3.970038 3.229379 -7.152765  0.466
H -4.584075 2.001998 -6.152543  0.357
H -2.804113 2.230973 -6.134639  -0.119
H -1.740558 3.961960 -4.686308  -0.030
H -2.574058 5.094620 -3.654887  0.338
H -2.595718 5.432240 -5.391482  0.472
C 4.269653 0.494071 -3.748580  -0.761
S 3.348946 1.701209 -4.706882  0.828
O 3.993475 3.001223 -4.449292  -0.706
C 3.931180 1.134160 -6.316116  -1.108
H 4.094639 0.654279 -2.688426  0.369
H 5.329442 0.616488 -3.984616  0.550
H 4.054949 -0.533199 -4.045601  -0.126
H 3.529365 1.847650 -7.032434  0.362
H 3.488818 0.149422 -6.468671  0.192
H 5.015629 1.072314 -6.360387  0.446
C 0.264423 4.299888 -2.074938  -0.677
S 1.993910 4.432483 -1.559739  0.609
O 2.686609 5.096827 -2.685673  -0.643
C 1.751542 5.730970 -0.321204  -1.054
H 0.245311 4.495283 -3.148906  0.222
H -0.393493 4.987133 -1.547502  0.451
H -0.131648 3.282104 -2.009979  0.092
H 1.192332 6.548204 -0.771339  0.300
H 2.764868 6.017834 -0.050375  0.355
H 1.224167 5.344777 0.552096  0.344
C -5.719273 -1.921581 2.192105  -0.674
S -6.517250 -3.288208 3.073123  0.456
O -6.988456 -4.228395 2.032312  -0.629
C -5.006646 -3.939542 3.814665  -0.806
H -5.456811 -2.295055 1.201445  0.367
H -4.937684 -1.453248 2.776852  0.040
H -6.523204 -1.214972 1.968601  0.387
H -5.283215 -4.902626 4.245924  0.399
H -4.729289 -3.280307 4.639351  0.280
H -4.184311 -4.073706 3.113510  0.198
C 0.477111 5.272501 5.855242  -0.642
C -0.479468 5.946984 6.604685  -0.466
C -1.829978 5.722752 6.406414  -0.679
C -2.219037 4.805294 5.436010  0.320
C -1.265023 4.011200 4.804517  0.515
C 0.084498 4.215581 5.037851  -0.718
C -1.664806 2.893876 3.901145  0.689
O -0.849944 2.109688 3.471730  -0.740
C -3.114373 2.792583 3.560333  -0.036
C -3.523858 1.857563 2.615695  -0.278
C -4.865311 1.708651 2.298540  -0.387
C -5.815247 2.547282 2.881812  -1.021
C -5.401588 3.528488 3.769061  -0.612
C -4.069416 3.629269 4.147170  0.435
C -3.676993 4.508999 5.276798  0.455
O -4.488584 4.948657 6.061677  -0.633
H 1.510479 5.593160 5.851716  0.423
H -0.152871 6.679191 7.334836  0.399
H -2.552715 6.343030 6.915540  0.464
H 0.877077 3.751913 4.465862  0.526
H -2.766123 1.262410 2.121406  0.416
H -5.150145 0.980228 1.550078  0.679
H -6.819605 2.576248 2.477993  0.385
H -6.113828 4.148313 4.300939  0.461
C -1.502298 0.900304 -3.356834  -0.235
C -0.131847 0.745569 -3.554000  0.198
C 0.586704 -0.110417 -2.729719  -0.339
C 0.054401 -0.520232 -1.521278  0.392
C -1.299643 -0.261897 -1.264757  0.389
C -2.095105 0.329899 -2.242736  -1.325
C -1.931388 -0.649877 0.030836  0.514
O -3.089427 -0.387146 0.263384  -0.624
C -1.059982 -1.312447 1.042727  0.276
C -1.652383 -1.728770 2.222614  0.080
C -0.907442 -2.351063 3.200342  -0.586
C 0.400624 -2.734861 2.892391  -0.929
C 0.948205 -2.445563 1.655280  -0.778
C 0.237058 -1.706005 0.716035  0.358
C 0.820932 -1.414406 -0.616538  0.114
O 1.892342 -1.883708 -0.946012  -0.601
H -2.049908 1.385505 -4.152999  0.100
H 0.387674 1.159205 -4.407769  0.144
H 1.632240 -0.249720 -2.978946  0.277
H -3.158004 0.417880 -2.059346  0.617
H -2.708773 -1.559231 2.365955  0.459
H -1.316358 -2.711446 4.134416  0.535
H 0.959180 -3.381129 3.557764  0.456
H 1.959710 -2.781984 1.467788  0.482

Force components x, y, z for each atom (eV/Å):
C -0.5003 -0.5068 -0.0621
C 0.0847 -0.8230 0.6635
C -0.5099 0.2704 0.4325
F 0.1993 -0.1591 -0.2079
F 0.0427 -0.0003 -0.1240
F -0.1755 0.1999 -0.4582
F 0.3829 0.3014 -0.0102
O -0.0624 0.2251 -0.2115
C -0.3162 0.0989 0.1271
C 0.2654 0.8773 0.0050
F -0.1633 -0.3609 0.0150
F 0.0970 -0.1956 0.0906
F 0.1971 -0.2474 -0.0484
F 0.0312 0.0098 -0.0406
H 0.5235 0.3540 -0.1360
H -0.0855 -0.0290 0.2917
H 0.0499 0.0241 -0.1540
H -0.0518 -0.0835 -0.1670
C -0.1726 -0.2279 0.2855
C -0.0143 -0.1610 0.9062
C 0.9856 0.1133 -0.6888
F -0.4275 -0.3034 0.0871
F -0.1303 0.1172 -0.0331
F 0.1008 0.0209 -0.1821
F -0.0161 0.0541 -0.2821
O -0.0435 0.1030 -0.7622
C 0.4309 0.0451 0.1846
C 0.2713 0.4583 -0.4846
F -0.1812 -0.0435 0.1539
F -0.0275 -0.1234 0.1811
F -0.2335 -0.2148 0.1945
F -0.1372 -0.1156 0.3038
H 0.0450 0.0891 -0.0314
H -0.0811 0.0514 -0.1699
H -0.4605 0.2763 0.1832
H 0.0806 -0.1683 0.1897
C -0.4481 -0.1278 0.3757
C 0.7686 0.7809 0.7419
C -0.5569 -0.1276 -0.9859
F 0.2083 -0.0128 0.3111
F -0.0198 0.1079 0.0468
F -0.1531 -0.0895 -0.0867
F -0.1423 -0.1901 -0.2974
O 0.2260 -0.8061 -0.3552
C -0.2567 0.9133 0.4481
C 0.3174 0.5193 -0.1267
F -0.1386 -0.2159 0.0966
F -0.4266 -0.1237 0.0218
F 0.1738 -0.3182 -0.1623
F -0.0860 -0.0032 -0.2400
H 0.0400 -0.0831 0.0108
H -0.0009 0.1251 -0.0553
H 0.1649 -0.2720 0.2806
H 0.2632 -0.0308 -0.0460
C -1.1662 -0.0663 -0.1125
S 0.1300 -0.0159 0.0251
O 0.1573 -0.1073 0.0887
C -0.1459 0.1382 0.3411
H 0.5765 0.2487 0.0216
H 0.2815 -0.2332 0.1369
H 0.1159 0.1003 -0.0515
H -0.0451 -0.0487 -0.3471
H -0.2401 0.0548 -0.0364
H 0.3701 -0.1021 -0.1141
C 0.5035 -0.4592 -0.2963
S 0.4160 -0.2665 -0.1137
O 0.0238 0.2947 0.0428
C -0.4580 -0.2445 0.2618
H -0.0762 0.0003 0.0118
H -0.0179 0.3806 0.1655
H -0.4822 0.0686 0.1387
H 0.1378 -0.0584 -0.1437
H 0.0643 0.0024 -0.1926
H 0.0479 0.1931 0.0834
C -0.6288 -0.5055 -0.4283
S -0.1280 0.1440 -0.0680
O 0.0858 0.1309 0.0092
C -0.0018 -0.3809 0.0244
H 0.2607 0.3991 0.0964
H 0.0181 0.0293 -0.0069
H 0.2043 0.0099 0.4734
H 0.1460 0.1028 -0.0454
H -0.0623 0.2125 0.0682
H 0.0118 -0.0692 -0.0228
C -1.1549 0.0188 -0.4554
S 0.3751 0.3371 0.1520
O 0.0033 -0.2062 -0.1459
C -0.1611 -0.3184 0.3023
H 0.6488 -0.1999 0.2527
H 0.1671 0.0445 -0.1020
H 0.1199 0.1776 0.3179
H 0.0426 -0.0099 -0.0650
H 0.0634 0.0914 -0.1035
H -0.0948 0.0929 -0.1525
C -0.3908 -0.3845 -0.0833
C 0.2747 0.3602 0.1512
C 0.3928 0.3001 -0.4037
C -0.3457 -0.4982 0.7374
C 0.0854 -0.4841 -0.1257
C 0.7503 1.4155 -0.2273
C -0.3159 0.1654 0.0314
O 0.0581 -0.0089 -0.1843
C -0.1902 0.0572 -0.2718
C 0.1308 -0.1675 0.0378
C 0.0744 0.2119 -0.0652
C 0.4371 0.5725 -0.7890
C -0.2399 -0.2956 0.7266
C 0.1724 -0.4677 0.0999
C 0.0980 0.3315 -0.1043
O -0.0787 0.0810 -0.1249
H 0.0628 -0.1984 0.3603
H -0.0890 0.1016 -0.1282
H -0.1981 -0.2712 0.0995
H -0.3816 -0.5541 -0.0565
H -0.0945 -0.0885 0.0870
H -0.0076 0.0208 0.0091
H -0.1509 -0.3251 0.3790
H -0.0245 0.1261 -0.2389
C 0.5284 -0.2791 -0.5338
C -0.2214 -0.9159 -0.0093
C 0.8004 1.3807 0.0230
C -0.6421 -0.6619 -0.1822
C -0.0775 -0.2084 -0.1834
C -0.0853 0.5990 0.3012
C 0.4736 0.1854 -0.1246
O -0.3527 -0.0524 0.0713
C -0.4476 -0.4988 -0.6704
C -0.1723 0.4063 0.6414
C 0.6605 -0.9583 -0.2764
C -0.2974 -0.1477 -0.1758
C 0.4296 0.1147 0.2500
C -0.0600 -0.0668 0.4192
C 0.4048 0.3083 0.1829
O -0.0606 0.0301 -0.0629
H -0.4085 0.1487 0.3961
H -0.1683 0.1337 -0.0562
H -0.0420 -0.4146 0.2413
H 0.0106 0.0845 -0.0464
H -0.0327 0.2548 0.0008
H -0.2672 0.2893 -0.0174
H 0.0262 0.2709 0.2132
H -0.0668 0.0455 -0.3468

Results
- LUMO energy: -1.247 eV
- HOMO: -8.66 eV